No. 1
DFT (the ωB97M-V functional and the def2-TZVPD basis) results for C5H4O2 as an isolated structure at a distorted geometry.

Structure (XYZ):
```
11
Properties=species:S:1:pos:R:3:lowdin_charge:R:1
O -1.247 -1.098 -0.646 -0.017
C -0.746 -0.378 0.345 -0.286
C 0.527 -0.924 0.835 -0.044
C 0.855 -0.219 -0.503 -0.016
C 0.554 1.136 -0.532 0.009
C -0.708 1.180 0.222 -0.338
O -1.572 2.004 0.404 0.109
H 1.016 -0.454 1.688 0.127
H 0.617 -2.009 0.790 0.124
H -0.132 -1.045 -1.254 0.213
H 0.836 1.806 -1.348 0.118
```

**Net charge**: 0
**HOMO**: -9.4 eV
**LUMO level**: -0.73 eV


No. 2
DFT (the ωB97M-V functional and the def2-TZVPD basis) results for a 2-piece molecular cluster, C56H68N4O3 overall at a distorted geometry.

Structure (XYZ):
```
131
Properties=species:S:1:pos:R:3:lowdin_charge:R:1
C -1.838 4.326 -0.480 -0.060
C -0.997 3.472 0.462 -0.372
C -1.554 3.507 1.885 -0.069
C 0.467 3.895 0.371 -0.124
C 0.949 4.945 1.151 -0.026
C 2.264 5.388 1.011 -0.053
C 3.105 4.780 0.082 -0.032
C 2.645 3.736 -0.721 -0.121
C 3.599 3.094 -1.729 -0.378
C 4.758 2.396 -1.022 -0.058
C 4.100 4.108 -2.756 -0.069
C 1.320 3.297 -0.573 -0.088
N 0.821 2.230 -1.420 -0.021
N 0.289 2.493 -2.637 0.184
N -0.129 1.281 -3.094 0.012
C -0.691 1.119 -4.423 -0.084
C 0.166 0.920 -5.515 -0.114
C 1.681 0.970 -5.329 -0.369
C 2.159 2.417 -5.390 -0.059
C 2.438 0.082 -6.319 -0.070
C -0.391 0.776 -6.786 -0.020
C -1.771 0.815 -6.971 -0.048
C -2.610 1.007 -5.878 -0.022
C -2.083 1.161 -4.595 -0.134
C -3.012 1.463 -3.418 -0.377
C -4.307 0.653 -3.457 -0.071
C -3.307 2.958 -3.359 -0.057
C 0.231 0.270 -2.220 -0.143
C 0.047 -1.124 -2.533 -0.157
C 1.154 -2.006 -2.466 -0.025
C 1.003 -3.348 -2.803 -0.078
C -0.258 -3.844 -3.142 -0.083
C -1.371 -2.992 -3.180 -0.075
C -1.221 -1.641 -2.893 -0.028
C 0.789 0.856 -1.100 -0.264
C 1.174 0.288 0.110 0.019
H -1.426 4.297 -1.496 0.059
H -2.875 3.969 -0.511 0.073
H -1.839 5.373 -0.144 0.090
H -1.039 2.431 0.121 0.123
H -0.903 2.951 2.569 0.087
H -1.652 4.537 2.247 0.073
H -2.547 3.042 1.906 0.080
H 0.285 5.426 1.872 0.112
H 2.630 6.216 1.620 0.108
H 4.139 5.114 -0.030 0.115
H 3.016 2.332 -2.257 0.115
H 4.375 1.632 -0.335 0.080
H 5.416 1.907 -1.750 0.081
H 5.352 3.116 -0.444 0.079
H 3.255 4.572 -3.278 0.081
H 4.682 4.901 -2.268 0.077
H 4.736 3.614 -3.501 0.076
H 1.891 0.582 -4.322 0.125
H 1.656 3.014 -4.618 0.060
H 3.243 2.480 -5.235 0.076
H 1.924 2.851 -6.373 0.092
H 2.059 -0.945 -6.287 0.087
H 2.347 0.461 -7.344 0.073
H 3.502 0.059 -6.057 0.083
H 0.266 0.640 -7.645 0.111
H -2.191 0.705 -7.970 0.110
H -3.692 1.042 -6.016 0.114
H -2.465 1.184 -2.508 0.123
H -4.107 -0.412 -3.626 0.076
H -4.841 0.751 -2.503 0.068
H -4.968 1.012 -4.257 0.081
H -2.375 3.536 -3.368 0.070
H -3.904 3.260 -4.230 0.090
H -3.864 3.208 -2.448 0.075
H 2.119 -1.590 -2.168 0.122
H 1.874 -4.004 -2.791 0.106
H -0.381 -4.901 -3.381 0.103
H -2.359 -3.379 -3.433 0.107
H -2.071 -0.953 -2.920 0.089
H 1.284 -0.783 0.127 0.005
H 1.578 0.955 0.862 0.039
C 4.896 -3.102 4.023 -0.045
C 3.842 -4.072 3.473 -0.548
C 4.141 -4.317 1.995 -0.077
C 3.982 -5.404 4.219 -0.047
C 2.426 -3.480 3.671 -0.056
C 1.602 -3.163 2.623 0.031
C 0.331 -2.530 2.786 -0.175
C -0.435 -2.112 1.652 -0.004
C -1.772 -1.713 1.763 -0.061
C -2.692 -1.634 0.726 -0.010
C -4.042 -1.193 0.888 -0.189
C -4.905 -1.041 -0.245 -0.019
C -6.180 -0.524 -0.125 0.008
C -6.680 -0.186 1.152 -0.160
N -7.984 0.356 1.290 -0.324
O -8.393 0.632 2.442 0.051
O -8.677 0.542 0.264 0.052
C -5.882 -0.367 2.296 0.015
C -4.596 -0.858 2.166 -0.002
C -0.138 -2.370 4.129 0.035
C 0.621 -2.651 5.237 -0.052
C 0.131 -2.367 6.680 -0.545
C 0.156 -3.647 7.522 -0.047
C -1.296 -1.819 6.696 -0.077
C 1.044 -1.332 7.349 -0.045
C 1.969 -3.201 5.042 -0.262
O 2.719 -3.413 6.027 0.017
H 4.738 -2.953 5.095 0.077
H 5.901 -3.510 3.861 0.087
H 4.820 -2.135 3.513 0.091
H 3.435 -5.039 1.570 0.087
H 4.092 -3.382 1.426 0.084
H 5.153 -4.726 1.886 0.088
H 3.244 -6.124 3.848 0.090
H 4.987 -5.814 4.058 0.087
H 3.825 -5.251 5.290 0.076
H 1.913 -3.397 1.602 0.110
H -0.017 -2.279 0.660 0.101
H -2.138 -1.475 2.760 0.087
H -2.377 -1.940 -0.273 0.105
H -4.538 -1.341 -1.229 0.103
H -6.830 -0.373 -0.983 0.120
H -6.301 -0.111 3.266 0.122
H -4.007 -0.988 3.072 0.107
H -1.147 -1.996 4.283 0.088
H 1.177 -4.035 7.580 0.077
H -0.202 -3.427 8.536 0.087
H -0.493 -4.408 7.074 0.090
H -1.364 -0.874 6.145 0.085
H -2.001 -2.543 6.271 0.087
H -1.603 -1.622 7.732 0.088
H 1.048 -0.401 6.771 0.091
H 0.683 -1.117 8.363 0.087
H 2.064 -1.721 7.408 0.077
```

**Net charge**: 0
**HOMO**: -6.4 eV
**LUMO level**: -1.92 eV


No. 3
DFT (the ωB97M-V functional and the def2-TZVPD basis) results for an isolated molecule of C23H36N6O5S at a distorted geometry.

Structure (XYZ):
```
71
Properties=species:S:1:pos:R:3:lowdin_charge:R:1
C 5.254 -0.351 -2.054 -0.064
C 4.216 -0.430 -0.941 -0.367
C 4.805 -0.006 0.405 -0.113
C 3.809 -0.200 1.515 -0.141
C 3.894 0.521 2.690 -0.027
C 2.989 0.340 3.729 -0.077
C 1.958 -0.566 3.573 -0.080
C 1.853 -1.283 2.397 -0.232
C 2.775 -1.145 1.356 -0.197
N 2.630 -1.860 0.207 0.043
H 2.077 -2.701 0.296 0.097
C 3.666 -1.849 -0.798 -0.150
H 3.225 -2.184 -1.741 0.124
H 4.486 -2.536 -0.542 0.135
S 0.492 -2.400 2.170 0.693
O -0.375 -2.366 3.311 -0.269
O 0.996 -3.671 1.716 -0.291
N -0.282 -1.756 0.808 -0.097
H -0.541 -2.531 0.213 0.124
C -1.409 -0.867 1.041 -0.256
H -2.113 -1.350 1.736 0.146
C -2.199 -0.595 -0.241 -0.412
O -3.416 -0.745 -0.218 0.040
N -1.556 -0.135 -1.327 0.033
C -0.132 0.118 -1.442 -0.133
H 0.390 -0.354 -0.612 0.095
C 0.386 -0.425 -2.771 -0.132
C -0.324 0.275 -3.928 -0.376
C 0.180 -0.226 -5.277 -0.067
H 0.014 -1.297 -5.375 0.079
H -0.340 0.278 -6.087 0.078
H 1.246 -0.033 -5.381 0.074
C -1.825 0.027 -3.788 -0.085
H -2.379 0.607 -4.525 0.127
H -2.027 -1.033 -3.962 0.130
C -2.373 0.391 -2.410 -0.160
C -2.588 1.922 -2.202 -0.556
O -1.447 2.646 -2.426 0.024
O -3.608 2.291 -3.089 0.056
H -3.667 3.254 -3.105 0.115
H -3.371 -0.048 -2.308 0.156
H -0.140 1.349 -3.851 0.134
H 1.462 -0.255 -2.827 0.108
H 0.206 -1.502 -2.822 0.126
H 0.035 1.201 -1.422 0.129
C -0.949 0.464 1.667 -0.118
H -0.773 1.208 0.888 0.114
C -1.944 1.019 2.688 -0.152
H -2.225 0.223 3.379 0.117
H -1.447 1.802 3.268 0.114
C -3.221 1.609 2.066 -0.175
N -2.978 2.857 1.370 0.057
C -2.635 3.034 0.052 -0.475
N -3.062 2.094 -0.832 0.174
H -3.712 1.393 -0.516 0.125
N -1.998 4.064 -0.384 0.102
H -1.687 4.706 0.335 0.060
H -1.487 3.447 -1.826 0.057
H -2.616 3.584 1.973 0.135
H -3.676 0.884 1.395 0.100
H -3.938 1.820 2.866 0.122
H 0.000 0.281 2.171 0.091
H 1.219 -0.737 4.340 0.114
H 3.088 0.905 4.642 0.101
H 4.694 1.239 2.802 0.116
H 5.117 1.040 0.368 0.125
H 5.698 -0.604 0.612 0.132
H 3.379 0.235 -1.177 0.140
H 4.816 -0.636 -3.008 0.076
H 6.087 -1.019 -1.847 0.082
H 5.640 0.662 -2.143 0.080
```

**Net charge**: 0
**HOMO**: -8.2 eV
**SMILES**: [H]/N=C1\NCCC[C@H](NS(=O)(=O)c2cccc3c2NC[C@H](C)C3)C(=O)N2CC[C@@H](C)C[C@@H]2C(O)(O)N1
**LUMO level**: 0.59 eV